1.
# C5H13NO2

3 unconnected molecules or ions with the total composition C5H13NO2 (the ωB97M-V functional and the def2-TZVPD basis, the Open Molecules 2025 dataset).

Geometry as XYZ:
```
21
Properties=species:S:1:pos:R:3:forces:R:3
C 0.33070 0.35715 0.13186 -1.8 -0.2 0.9
C -1.72920 0.12875 0.65958 0.9 0.1 0.4
C -0.42577 -1.12227 -1.64779 0.1 -0.1 -0.1
C 0.59449 1.77674 0.57010 0.0 -0.1 -0.1
C 1.05701 -0.70738 0.91302 0.1 -0.3 0.2
N -0.24723 0.19686 -1.05982 1.4 0.1 -0.4
O 1.78158 0.33307 -1.63221 -0.5 0.1 -0.5
O -2.00005 -1.14130 1.07682 0.1 -0.1 0.0
H 1.74061 1.17658 -2.10263 0.0 -0.1 0.0
H -1.47750 -1.35155 1.86138 -0.1 0.0 -0.1
H -2.41131 0.43086 -0.12293 0.2 0.0 -0.1
H -1.60972 0.86612 1.44915 -0.1 0.0 0.0
H -0.48302 -0.97145 -2.72344 0.0 0.0 0.0
H -1.36806 -1.57059 -1.31924 0.0 0.2 0.1
H 0.38479 -1.82159 -1.44788 0.0 0.1 0.1
H 0.38785 1.91580 1.63532 0.0 0.0 -0.1
H 0.00236 2.47485 -0.02088 0.0 0.0 0.0
H 1.65033 1.99088 0.40469 0.0 0.0 0.0
H 1.15652 -0.42858 1.96653 -0.1 0.1 -0.1
H 0.59746 -1.69389 0.87744 -0.2 0.0 -0.2
H 2.06816 -0.83905 0.53093 0.0 0.2 -0.2
```
Forces are in eV/Å.

The energy above the lowest of the compared OMol25 structures with the same formula, charge and spin comes out at 604.9 kJ/mol. Its HOMO-LUMO gap (spin up / spin down) is 8.432 / 7.338 eV.

=====

2.
# C40H34BrN7O3RbS3

A molecular structure, C40H34BrN7O3RbS3 (the ωB97M-V functional and the def2-TZVPD basis, the Open Molecules 2025 dataset).

Geometry as XYZ:
```
89
Properties=species:S:1:pos:R:3:forces:R:3
Rb 12.02521 11.43553 13.46827 0.2 -0.2 0.1
Br 18.24453 16.88574 17.41774 -1.1 -0.3 0.3
C 16.40259 16.61487 18.04905 0.7 -0.1 0.8
C 15.98975 15.35277 18.51390 -0.4 -0.6 -0.1
C 14.68707 15.15140 19.01757 0.4 0.8 -0.3
C 13.83532 16.25355 19.15032 1.3 1.0 -0.1
C 14.33661 17.54491 18.81492 0.3 -1.0 -0.4
C 15.61983 17.75126 18.25485 -1.8 -2.2 0.7
N 12.64629 16.23662 19.93353 -0.4 0.2 -0.3
N 11.79484 15.33077 19.87848 -0.2 -0.8 0.6
C 11.81079 14.26950 18.94495 0.5 1.0 -0.1
C 11.60345 12.97910 19.40103 1.4 -0.1 -0.1
C 11.88956 11.91042 18.55253 -0.3 -0.3 -0.3
C 12.23172 12.04258 17.17216 0.3 -0.3 0.6
O 12.57359 11.05961 16.45084 -0.3 0.6 -0.1
C 12.14922 13.42137 16.68653 -0.5 -0.1 -2.0
N 12.01856 13.58279 15.31985 0.4 0.3 0.6
C 11.85372 14.79911 14.82898 0.1 -1.4 1.6
C 11.77245 15.91276 15.63264 0.6 0.2 1.4
C 11.87898 15.78055 16.98576 0.1 -0.3 -0.3
C 12.04028 14.51153 17.54670 -0.8 -0.4 1.1
H 16.62976 14.45232 18.50333 -0.1 0.9 -0.3
H 14.30816 14.18359 19.34326 0.5 0.1 -0.1
H 13.67292 18.37995 18.97337 0.0 0.2 0.1
H 15.92315 18.73309 18.04803 0.6 1.0 -0.4
H 11.58149 12.82470 20.48595 -0.6 0.0 -0.4
H 11.84346 10.88559 18.88810 0.0 -0.1 0.3
H 11.71917 14.89651 13.80531 -0.1 0.0 -2.0
H 11.73766 16.89002 15.27013 -0.4 1.3 -1.0
H 11.80982 16.62422 17.63892 -0.1 0.4 0.1
C 10.90216 8.04415 7.69141 0.2 0.0 -0.5
C 10.31638 9.28272 7.42670 0.3 0.6 0.4
C 10.91381 10.47179 7.88965 -1.1 -1.2 -0.8
C 12.10602 10.44008 8.54973 -0.1 0.9 0.8
C 12.73864 9.23736 8.74181 1.0 -0.4 0.3
C 12.15225 8.07106 8.33544 -0.7 -1.0 -0.6
N 12.58467 11.61748 9.15916 0.8 0.0 -0.1
N 12.52945 12.83983 8.47669 -1.0 -1.1 -1.3
C 13.10130 13.69620 9.26713 0.7 -0.3 2.6
C 13.26160 15.08345 9.17928 0.9 2.4 1.0
C 13.82654 15.79128 10.28116 -1.6 -2.1 -1.4
C 14.13600 15.14829 11.50116 0.9 0.5 0.2
C 14.05092 13.77962 11.60614 -0.3 -0.3 -0.6
C 13.54670 13.07548 10.51110 -0.4 -0.3 -0.6
H 10.47199 7.08295 7.32238 0.3 1.0 0.4
H 9.38336 9.44584 6.89813 0.0 -0.6 0.0
H 10.39397 11.38794 7.73021 -0.1 0.6 0.0
H 13.71389 9.19996 9.20833 -0.1 0.1 0.1
H 12.69460 7.14697 8.49390 -0.1 -0.1 0.0
H 12.94483 15.68934 8.31962 0.1 -0.5 0.2
H 13.89993 16.84974 10.19195 0.2 0.7 0.0
H 14.56988 15.75098 12.29688 -0.2 -0.2 0.0
H 14.35551 13.18954 12.46226 0.1 0.3 0.3
C 10.13759 13.46000 10.66069 -2.4 0.1 1.0
C 9.14267 12.55419 11.39682 0.7 -0.2 0.3
N 9.50469 11.54995 12.15958 0.5 1.0 -1.2
C 8.45361 10.88445 12.66702 -0.5 -0.6 1.0
C 7.22391 11.39467 12.41078 -0.9 0.3 -0.9
S 7.42231 12.75054 11.36276 0.2 0.0 0.0
C 8.70981 9.72390 13.52086 -0.7 -0.8 0.2
C 7.81763 8.70982 13.72720 0.6 -0.8 1.0
S 8.50154 7.58078 14.90757 -0.3 1.0 -0.8
C 9.90730 8.58245 14.98924 0.6 0.0 0.1
N 9.89346 9.62205 14.22045 -0.5 0.1 -0.1
C 11.10712 8.20149 15.79534 0.6 0.9 0.4
H 10.88295 12.91391 10.15129 0.5 -0.7 -0.7
H 10.64261 14.08677 11.38684 0.0 0.4 0.1
H 9.51814 14.05922 9.97677 0.7 0.1 0.0
H 6.20434 11.02186 12.60866 1.0 0.2 0.2
H 6.83085 8.49640 13.33338 0.3 0.3 -0.1
H 10.81960 7.58030 16.62998 0.0 -0.6 0.0
H 11.62394 9.08093 16.27051 -0.6 -0.4 -0.8
H 11.83740 7.71622 15.12834 -0.2 -0.1 0.4
O 13.52863 10.69330 11.11110 -0.5 0.0 0.2
C 13.24423 11.66474 10.37131 0.5 0.9 -0.4
O 17.70942 8.52866 14.03702 0.9 -0.2 0.3
S 16.28946 8.54635 13.61353 -0.4 -0.5 0.0
C 16.22231 9.75685 12.28759 -0.2 -0.6 0.0
C 16.45223 11.07180 12.96438 0.4 0.4 -0.3
C 15.48755 11.05712 14.12468 -1.6 -0.8 -0.6
C 15.46279 9.64358 14.81032 0.9 1.5 -1.4
H 15.20515 9.78741 11.88449 0.2 -0.3 -0.2
H 16.97243 9.44558 11.55117 -0.3 0.1 0.1
H 16.17350 11.81873 12.22210 0.1 0.4 0.2
H 17.49177 11.20206 13.24117 0.2 0.1 0.2
H 14.50886 11.19525 13.63191 0.4 -0.3 0.2
H 15.49677 11.88700 14.78277 0.6 0.7 1.0
H 14.46482 9.30436 14.95772 -0.7 -0.2 0.5
H 16.09086 9.61844 15.69197 -0.1 -0.2 0.2
```
Forces are in eV/Å.

The total charge is -1. The energy above the lowest of the compared OMol25 structures with the same formula, charge and spin comes out at 109.0 kJ/mol. Its HOMO-LUMO gap is 6.162 eV.

=====

3.
# C6H16O2Tl

A molecular structure, C6H16O2Tl (the ωB97M-V functional and the def2-TZVPD basis, the Open Molecules 2025 dataset).

Geometry as XYZ:
```
25
Properties=species:S:1:pos:R:3:forces:R:3
Tl 0.02079 -3.65916 -0.32736 -0.1 -0.7 -0.1
C -2.63464 -0.05211 -1.24117 0.3 0.6 -1.0
C -1.54008 -0.11607 -2.31007 -0.4 -1.5 2.2
C -0.56360 1.01878 -2.30412 0.8 1.1 -1.4
O -0.82813 -1.35177 -2.13072 -0.5 0.0 -0.6
H -2.08914 -0.14724 -0.26873 -0.3 -0.2 -0.1
H -3.41960 -0.78809 -1.39449 0.2 -0.3 0.4
H -3.12325 0.92584 -1.24598 0.2 0.0 0.0
H -2.09069 -0.26668 -3.29574 0.2 0.6 -0.1
H -0.07295 1.13703 -1.32550 -0.4 -0.4 0.2
H -1.08655 1.94125 -2.58548 0.0 -0.1 0.0
H 0.28896 0.92060 -3.00454 -0.3 0.0 0.1
H -0.41600 -1.63546 -2.97635 0.2 0.5 0.3
C 0.64458 1.23017 2.10797 1.3 0.4 1.0
C 1.40967 0.10385 1.43635 -2.1 -0.8 -1.4
C 2.63541 -0.43711 2.41590 1.8 0.3 1.6
O 0.63890 -1.03637 1.22438 0.5 0.9 0.8
H 1.36454 2.06802 2.10201 -0.4 0.0 -0.2
H 0.41170 1.13989 3.18567 -0.2 -0.2 -0.2
H -0.30323 1.38349 1.56074 0.1 -0.1 -0.1
H 1.87378 0.34046 0.47647 0.3 0.0 0.2
H 3.28306 0.44090 2.60706 -0.6 0.2 -0.5
H 3.19652 -1.17753 1.85206 -0.4 -0.2 -0.2
H 2.29051 -0.76979 3.39572 -0.4 -0.2 -0.3
H 0.10947 -1.21291 2.04590 0.1 0.1 -0.4
```
Forces are in eV/Å.

The total charge is +3. The energy above the lowest of the compared OMol25 structures with the same formula, charge and spin comes out at 21.6 kJ/mol. Its HOMO-LUMO gap is 3.176 eV.

=====

4.
# C5H14N3Sn

A molecular structure, C5H14N3Sn (the ωB97M-V functional and the def2-TZVPD basis, the Open Molecules 2025 dataset).

Geometry as XYZ:
```
23
Properties=species:S:1:pos:R:3:forces:R:3
C -0.25467 0.01978 -2.54448 -1.5 -1.3 -0.5
Sn -0.05737 -1.84609 -1.60210 0.7 -1.2 1.0
N -1.46268 -2.47482 0.51009 0.8 1.0 0.1
H 1.18478 -3.04338 -1.81339 0.1 0.8 0.3
H -0.77312 -2.22941 1.22213 -0.9 -0.5 0.1
H -1.29437 -2.98265 -1.57418 -0.4 0.1 -1.5
H -0.59845 -0.42730 -3.52882 0.6 1.5 0.6
H 0.59956 0.69780 -2.51658 -0.2 -0.3 -0.3
H -1.14564 0.39278 -1.99746 0.6 0.3 -0.7
H -2.25255 -1.83455 0.38642 0.4 -0.8 0.5
H -1.64672 -3.45710 0.31838 -0.1 0.5 0.5
C -0.12469 2.80404 1.66593 -0.5 0.2 0.4
N 0.45576 1.56984 1.15339 0.1 -0.5 -0.1
C 1.79822 1.30771 1.02282 0.1 0.6 0.1
C 1.90294 0.07961 0.47712 -0.2 -0.8 -0.2
N 0.64573 -0.48977 0.30647 -0.4 1.3 0.1
C -0.20050 0.47024 0.73062 0.6 0.1 0.2
H -0.01424 2.88683 2.74461 0.1 -0.3 0.1
H 0.34816 3.68270 1.24236 0.2 -0.1 -0.3
H -1.19314 2.85053 1.43805 0.2 -0.2 -0.1
H 2.55856 2.00580 1.34612 -0.2 -0.1 -0.2
H 2.79666 -0.43419 0.19016 0.2 -0.2 0.0
H -1.27224 0.45162 0.82235 -0.1 -0.3 -0.3
```
Forces are in eV/Å.

The total charge is +1. The energy above the lowest of the compared OMol25 structures with the same formula, charge and spin comes out at 58.9 kJ/mol. Its HOMO-LUMO gap is 10.158 eV.